A | {
  "formula": "C5H14N2",
  "method": "ωB97M-V/def2-TZVPD",
  "species": ["C", "C", "N", "C", "C", "C", "N", "H", "H", "H", "H", "H", "H", "H", "H", "H", "H", "H", "H", "H", "H"],
  "xyz": [[-2.843, -0.186, 1.224], [-2.320, 0.320, -0.112], [-0.897, 0.710, 0.011], [-0.028, -0.464, -0.113], [1.328, -0.203, 0.588], [2.289, 0.480, -0.409], [3.149, -0.500, -1.091], [-2.395, 0.270, 2.094], [-3.932, -0.099, 1.305], [-2.724, -1.267, 1.325], [-2.435, -0.439, -0.887], [-2.901, 1.205, -0.376], [-0.680, 1.342, -0.750], [-0.468, -1.356, 0.294], [0.188, -0.667, -1.169], [1.150, 0.481, 1.411], [1.816, -1.119, 0.910], [1.704, 1.036, -1.158], [2.900, 1.315, -0.054], [2.970, -0.544, -2.082], [4.129, -0.316, -0.960]],
  "mulliken_charge": [-1.18, -0.40, -0.41, -0.77, -0.75, -0.55, -0.59, 0.32, 0.37, 0.30, 0.28, 0.40, 0.25, 0.50, 0.37, 0.32, 0.44, 0.27, 0.41, 0.21, 0.20],
  "smiles": "CCNCCCN",
  "gap_ev": 9.94
}

B | {
  "formula": "C5H14N2",
  "method": "ωB97M-V/def2-TZVPD",
  "species": ["C", "C", "N", "C", "N", "C", "C", "H", "H", "H", "H", "H", "H", "H", "H", "H", "H", "H", "H", "H", "H"],
  "xyz": [[1.314, 1.295, -0.857], [0.438, 1.222, 0.425], [1.139, 1.796, 1.663], [-0.128, -0.174, 0.750], [-0.445, -0.967, -0.414], [-1.799, -0.658, -0.870], [-0.243, -2.369, -0.159], [1.979, 2.149, -0.813], [0.537, 1.408, -1.620], [1.924, 0.401, -1.029], [-0.402, 1.909, 0.309], [0.992, 2.799, 1.649], [2.093, 1.660, 1.336], [-1.068, 0.025, 1.296], [0.624, -0.577, 1.433], [-1.761, 0.382, -1.215], [-2.508, -0.717, 0.000], [-2.027, -1.278, -1.727], [0.819, -2.640, -0.151], [-0.681, -2.655, 0.836], [-0.797, -3.012, -0.842]],
  "mulliken_charge": [-1.34, 0.23, -0.73, -0.80, 0.08, -1.02, -1.00, 0.49, 0.32, 0.26, 0.27, 0.29, 0.29, 0.26, 0.46, 0.28, 0.33, 0.39, 0.28, 0.34, 0.33],
  "smiles": "C[C@H](N)CN(C)C",
  "gap_ev": 9.47
}

The winner here is A, beating the second structure by 0.0123 hartree.

A | {
  "formula": "C3H5NOS2",
  "method": "ωB97M-V/def2-TZVPD",
  "species": ["S", "N", "C", "C", "O", "C", "S", "H", "H", "H", "H", "H"],
  "xyz": [[-1.522, -1.338, 2.589], [-0.050, -0.974, 1.717], [-0.123, -0.449, 0.573], [1.184, 0.110, 0.110], [1.286, 0.595, -1.246], [-0.067, 0.860, -1.724], [-1.215, -0.263, -0.810], [-2.509, -1.224, 1.694], [1.938, -0.753, 0.367], [1.493, 0.814, 1.056], [-0.471, 1.922, -1.530], [0.055, 0.699, -2.797]],
  "mulliken_charge": [-0.11, -0.44, 0.50, -0.43, -0.33, -0.28, -0.12, 0.10, 0.27, 0.25, 0.26, 0.32],
  "smiles": "S/N=C1/COCS1",
  "gap_ev": 9.20
}

B | {
  "formula": "C3H5NOS2",
  "method": "ωB97M-V/def2-TZVPD",
  "species": ["C", "C", "S", "N", "O", "C", "S", "H", "H", "H", "H", "H"],
  "xyz": [[-0.732, -0.842, -1.136], [0.086, 0.330, -0.732], [0.621, 1.444, -1.824], [0.507, 0.473, 0.590], [1.318, 1.508, 0.912], [0.001, -0.262, 1.612], [0.176, -0.047, 3.194], [-0.894, -0.853, -2.199], [-1.764, -0.944, -0.692], [-0.115, -1.739, -1.028], [1.306, 2.049, 0.090], [-0.510, -1.117, 1.212]],
  "mulliken_charge": [-1.33, 0.75, -0.44, 0.18, -0.32, -0.24, -0.26, 0.36, 0.34, 0.38, 0.29, 0.29],
  "smiles": "CC(=S)N(O)C=S",
  "gap_ev": 7.99
}

The winner here is B, beating the second structure by 0.0111 hartree.

A | {
  "formula": "C3H5NOS2",
  "method": "ωB97M-V/def2-TZVPD",
  "species": ["C", "S", "N", "C", "C", "O", "S", "H", "H", "H", "H", "H"],
  "xyz": [[-0.137, 2.082, 2.147], [-0.861, 0.683, 0.934], [0.549, 0.282, 0.062], [0.556, -0.458, -1.065], [-0.355, -1.548, -1.445], [-1.357, -1.755, -0.826], [0.561, -2.522, -2.694], [0.715, 1.591, 2.635], [0.180, 3.195, 1.835], [-0.985, 2.331, 2.721], [1.415, -0.259, -1.590], [-0.281, -3.619, -2.715]],
  "mulliken_charge": [-0.77, 0.07, -0.31, -0.50, 0.83, -0.48, -0.25, 0.26, 0.26, 0.31, 0.40, 0.17],
  "smiles": "CS/N=C\\C(=O)S",
  "gap_ev": 8.18
}

B | {
  "formula": "C3H5NOS2",
  "method": "ωB97M-V/def2-TZVPD",
  "species": ["C", "C", "C", "N", "O", "S", "S", "H", "H", "H", "H", "H"],
  "xyz": [[-1.677, 0.246, 0.143], [-0.614, 0.227, -0.994], [0.596, 0.230, -0.101], [-0.897, 0.154, 1.212], [-2.877, 0.325, 0.051], [1.539, -1.216, 0.156], [1.451, 1.731, 0.090], [-0.696, -0.655, -1.635], [-0.679, 1.125, -1.608], [-1.222, 0.224, 2.162], [0.527, -2.085, 0.105], [2.365, 1.284, 0.958]],
  "mulliken_charge": [0.49, -0.92, 0.62, -0.35, -0.64, -0.16, -0.16, 0.29, 0.32, 0.19, 0.16, 0.15],
  "gap_ev": 9.09
}

The winner here is B, beating the second structure by 0.0230 hartree.

A | {
  "formula": "C3H5NOS2",
  "method": "ωB97M-V/def2-TZVPD",
  "species": ["C", "S", "C", "C", "O", "N", "S", "H", "H", "H", "H", "H"],
  "xyz": [[-0.499, 2.354, -0.961], [-1.088, 0.758, -1.483], [-0.326, -0.082, -0.172], [-0.649, -1.548, -0.343], [-0.188, -2.449, 0.327], [0.581, 0.450, 0.537], [1.570, -0.308, 1.773], [-0.795, 2.603, 0.057], [-0.881, 3.102, -1.658], [0.586, 2.344, -1.027], [-1.318, -1.666, -1.215], [0.976, -1.494, 1.698]],
  "mulliken_charge": [-0.83, -0.09, 0.56, 0.05, -0.49, -0.46, -0.10, 0.28, 0.34, 0.27, 0.29, 0.18],
  "smiles": "CS/C(C=O)=N/S",
  "gap_ev": 8.19
}

B | {
  "formula": "C3H5NOS2",
  "method": "ωB97M-V/def2-TZVPD",
  "species": ["C", "C", "C", "N", "O", "S", "S", "H", "H", "H", "H", "H"],
  "xyz": [[1.503, 0.428, -1.559], [1.072, -0.802, -0.145], [-1.911, 0.330, 0.787], [0.715, 1.188, -1.094], [2.351, -0.070, -2.228], [0.904, -0.304, 1.502], [-0.381, 1.245, 1.175], [0.201, -1.285, -0.587], [2.006, -1.319, -0.299], [-1.829, -0.273, -0.115], [-2.742, 0.962, 0.777], [-1.889, -0.099, 1.786]],
  "mulliken_charge": [0.68, -0.53, -0.74, -0.39, -0.57, -0.02, -0.03, 0.34, 0.36, 0.22, 0.38, 0.30],
  "gap_ev": 7.44
}

The winner here is A, beating the second structure by 0.0860 hartree.